{"formula": "C3H39N3O15", "method": "ωB97M-V/def2-TZVPD", "max_force_ha_per_bohr": 0.0208, "e_lumo_ev": 0.1, "total_energy_ha": -1430.70216, "elements": ["C", "C", "N", "C", "N", "N", "H", "H", "H", "H", "H", "H", "H", "H", "H", "H", "H", "O", "H", "H", "O", "H", "H", "O", "H", "H", "O", "H", "H", "O", "H", "H", "O", "H", "H", "O", "H", "H", "O", "H", "H", "O", "H", "H", "O", "H", "H", "O", "H", "H", "O", "H", "H", "O", "H", "H", "O", "H", "H", "O"], "positions_angstrom": [[1.396107, -1.175829, 1.096832], [0.119085, -1.281822, 0.272187], [-0.526034, 0.056996, 0.234691], [-1.639090, 0.252217, -0.571749], [-2.684555, -0.656996, -0.401196], [-1.720544, 1.331731, -1.258615], [1.214572, -0.820510, 2.116113], [1.883595, -2.150633, 1.147183], [2.106712, -0.473120, 0.649172], [-0.580654, -1.990335, 0.717084], [0.361415, -1.670281, -0.717499], [0.161728, 0.794805, 0.149661], [-2.463345, -1.598036, -0.063797], [-3.330892, -0.669630, -1.175638], [-2.575465, 1.549124, -1.754870], [-1.222956, -0.023019, 2.098419], [-2.273621, 0.604480, 3.050856], [-1.323176, 0.389850, 2.973841], [-4.527408, 1.336824, 1.915187], [-3.589841, 0.273837, 1.270302], [-3.832798, 0.705456, 2.110284], [1.098252, 1.119038, -3.101711], [-0.364826, 1.609265, -2.885583], [0.206138, 1.151165, -3.520744], [-0.513368, 3.448745, 2.573712], [-1.829705, 2.769785, 2.184461], [-1.354209, 3.606258, 2.094907], [-0.851641, -1.706170, -4.152538], [-0.366536, -0.388344, -3.382220], [-0.625849, -1.349217, -3.290092], [0.978329, 2.880553, -0.017946], [1.460025, 2.109301, 1.277972], [1.599861, 2.163476, 0.301832], [-0.577323, -3.064487, -2.241150], [0.299662, -4.189195, -1.671376], [-0.643940, -3.926164, -1.799254], [3.240933, 2.534858, -0.267570], [4.299704, 3.498072, -0.871241], [4.110762, 2.563441, -0.722675], [0.024639, 1.515145, 2.896557], [1.273098, 1.858770, 3.743485], [0.768805, 2.153943, 2.973672], [3.205349, 1.273560, -1.942758], [1.934496, 1.138835, -1.093218], [2.360284, 0.791607, -1.911844], [-0.880551, 2.953481, -0.916259], [-0.829161, 3.752114, 0.408460], [-0.401106, 3.684225, -0.478777], [1.063894, -1.689466, -3.002680], [2.276035, -0.901322, -2.383498], [1.986180, -1.786932, -2.687354], [0.803080, -0.972008, 5.093516], [-0.074737, -0.042628, 4.181339], [0.730489, -0.084193, 4.734062], [2.678643, -4.320485, -0.905027], [2.111476, -3.340410, -1.980546], [2.059271, -4.265245, -1.644086], [-1.685093, -3.711042, -0.555602], [-2.261480, -4.163787, 0.880510], [-2.262691, -3.459631, 0.222787]], "forces_ev_per_a": [[0.06, 0.06, 0.00], [0.02, 0.15, 0.48], [-0.23, -0.97, -0.39], [-0.63, 0.15, 0.34], [0.55, 0.24, 0.00], [0.48, 0.49, -0.34], [-0.09, -0.14, -0.05], [-0.03, 0.05, 0.04], [-0.09, -0.15, -0.08], [0.16, 0.01, 0.08], [-0.04, 0.26, -0.11], [-0.08, 0.23, -0.21], [-0.03, 0.05, -0.05], [0.02, -0.05, -0.01], [-0.31, -0.57, 0.25], [0.08, 0.20, -0.18], [0.17, -0.12, -0.09], [-0.17, -0.06, 0.23], [-0.10, 0.06, -0.06], [-0.15, 0.02, -0.04], [0.10, -0.07, -0.05], [-0.38, 0.12, -0.09], [0.08, -0.07, 0.13], [0.19, -0.05, -0.07], [-0.38, 0.06, -0.13], [-0.01, 0.10, 0.00], [0.14, -0.04, 0.22], [-0.03, 0.25, -0.18], [-0.14, -0.08, -0.34], [-0.17, -0.21, 0.32], [-0.13, -0.13, 0.06], [0.14, 0.09, -0.33], [-0.11, 0.18, 0.44], [-0.19, -0.04, -0.03], [-0.35, -0.09, 0.12], [0.40, 0.12, -0.26], [0.35, 0.18, 0.06], [-0.03, -0.20, 0.02], [-0.09, 0.16, -0.03], [0.23, 0.18, 0.23], [-0.05, -0.10, -0.02], [0.08, -0.07, -0.19], [-0.04, 0.03, 0.10], [0.35, -0.19, -0.31], [-0.02, 0.19, 0.17], [-0.02, -0.11, 0.12], [0.10, 0.08, -0.39], [0.05, 0.26, 0.25], [0.37, 0.11, 0.09], [-0.21, -0.32, -0.06], [0.08, -0.05, -0.03], [-0.12, 0.03, -0.07], [0.11, -0.36, 0.40], [0.04, 0.19, -0.10], [-0.20, 0.02, -0.21], [0.31, 0.03, 0.00], [0.09, -0.03, 0.22], [-0.12, -0.25, 0.61], [0.10, 0.07, -0.34], [-0.12, 0.10, -0.12]], "mulliken_charge": [-1.2853, -0.0632, 1.6146, 0.0352, -0.4750, -0.4678, 0.2571, 0.4472, 0.1869, 0.4557, 0.1293, -0.7247, 0.1771, 0.2313, 0.1185, 0.0857, 0.3192, -0.8321, 0.3101, 0.3522, -0.6852, 0.4909, 0.3551, -0.8965, 0.4277, 0.3403, -0.7983, 0.2186, 0.4396, -0.6465, 0.3825, 0.2858, -0.7772, 0.2811, 0.4824, -0.7585, 0.4700, 0.3046, -0.7107, 0.4780, 0.3072, -0.7846, 0.3167, 0.4095, -0.8230, 0.3945, 0.4843, -0.8672, 0.3977, 0.4286, -0.8256, 0.2908, 0.3891, -0.6531, 0.2944, 0.4305, -0.7008, 0.4415, 0.2525, -0.7384]}